[1]
Here is one molecule with the formula C5H9N3O2S at a distorted geometry from the Open Molecules 2025 dataset. Energies are from ωB97M-V with the def2-TZVPD basis set.

* net charge: 0
* structure (SMILES): Cn1sc(NCCO)nc1=O
* HOMO level: -8.614 eV
* Kohn-Sham gap: 8.74 eV
* LUMO: 0.13 eV

```
20
Properties=species:S:1:pos:R:3:forces:R:3:mulliken_charge:R:1
C -3.577 -0.235 0.375 -0.541 -0.545 -1.653 -0.709
C 0.202 -0.407 -0.281 -0.512 -1.303 0.078 0.406
C 2.483 -0.166 -0.940 0.926 1.254 -1.389 -0.305
C 3.220 0.749 0.011 1.711 3.499 2.776 -0.518
C -1.383 1.191 -0.057 -0.473 -3.591 -0.396 0.251
H -3.771 -0.206 1.556 -0.291 0.083 -2.923 0.260
H -3.830 -1.382 -0.132 0.286 3.452 1.693 0.232
H -4.129 0.679 -0.389 1.538 -2.849 2.870 0.270
H 1.497 -2.022 -0.898 -0.865 3.031 1.576 0.289
H 2.170 0.570 -1.769 0.170 -1.467 0.832 0.210
H 3.242 -0.872 -1.290 -0.119 0.237 -0.309 0.457
H 4.263 0.966 -0.401 -1.571 -0.213 0.089 0.322
H 2.722 1.974 0.199 1.063 -4.067 -0.538 0.200
H 2.654 -0.500 1.439 4.078 2.484 0.256 0.345
N -2.111 -0.096 0.193 -0.208 2.342 -0.158 0.151
N 1.418 -1.011 -0.446 0.603 -1.766 -1.137 -0.324
N -0.012 0.847 -0.319 -0.956 1.467 0.280 -0.396
O 3.589 0.136 1.352 -5.555 -2.069 -2.196 -0.519
O -1.983 2.215 -0.131 0.468 0.548 0.187 -0.531
S -1.151 -1.437 0.080 0.249 -0.527 0.063 -0.092
```
Forces are in eV/Å.

[2]
Here is a 3-piece molecular cluster, C5H9N3S overall at a distorted geometry from the Open Molecules 2025 dataset. Energies are from ωB97M-V with the def2-TZVPD basis set.

* net charge: 0
* structure (SMILES): c1nc[nH]n1.C=C.C=S
* HOMO level: -8.793 eV
* Kohn-Sham gap: 8.46 eV
* LUMO: -0.34 eV

```
18
Properties=species:S:1:pos:R:3:forces:R:3:mulliken_charge:R:1
C -3.233 -2.088 -0.840 -0.271 -0.998 1.438 -0.104
C -2.610 -0.880 0.706 -0.500 2.480 -0.022 0.082
C 5.104 -0.286 0.900 -1.647 -0.746 -1.597 -0.403
C 5.836 -0.385 -0.214 2.416 0.381 2.955 -0.472
C -2.664 4.368 -0.602 -3.742 -2.756 -1.542 -0.348
N -3.427 -0.869 -0.412 1.303 -1.105 0.386 -0.417
N -2.493 -2.849 0.041 0.234 1.828 -0.948 0.104
N -1.987 -1.991 0.975 -0.505 -0.408 0.502 -0.593
S -2.550 2.968 0.193 0.216 0.581 -0.277 -0.147
H -3.721 -2.527 -1.652 -0.545 -0.585 -1.212 0.408
H -2.548 0.111 1.227 0.426 -1.563 -0.064 0.268
H 5.525 0.173 1.757 0.292 -0.056 0.907 0.229
H 4.022 -0.637 0.946 1.438 0.838 -0.120 0.197
H 5.528 -0.708 -1.147 -0.792 -0.771 -1.542 0.286
H 6.965 -0.263 -0.065 -1.709 0.355 -0.603 0.163
H -3.544 4.448 -1.396 2.150 0.209 1.529 0.216
H -2.100 -3.777 -0.053 -0.142 0.325 -0.082 0.237
H -2.103 5.192 -0.362 1.380 1.992 0.292 0.293
```
Forces are in eV/Å.

Result set for ΔE to the lowest compared entry with this formula, charge and spin: 248.1 256.2 kJ/mol, one per record in the order listed.